1.
ORCA calculation (wB97M-V/def2-TZVPD) on the molecule C2H5Cl2OP at a distorted geometry.

Atoms and positions in Å:
O -2.192 0.707 0.144
C -1.369 -0.369 0.575
P 0.282 -0.040 0.207
C 1.156 0.868 -1.398
Cl 0.121 2.331 -1.698
Cl 2.824 1.379 -1.216
H -1.584 1.505 0.304
H -1.817 -1.244 0.062
H 1.140 -1.026 0.545
H 0.490 1.163 0.899
H 1.239 0.303 -2.293

Values from the calculation:
highest occupied orbital energy	-7.74	eV
energy relative to the best compared isomer or geometry (same formula, charge and spin)	526.58	kJ/mol
structure (SMILES)	OC=[PH2]C(Cl)Cl
multiplicity	1

2.
ORCA calculation (wB97M-V/def2-TZVPD) on a cluster of 2 separate species, C3H8O4 in total at a distorted geometry.

Atoms and positions in Å:
O 0.745 -1.551 -0.568
C 0.086 -1.219 0.380
O -1.215 -1.546 0.532
C 0.567 -0.324 1.495
C 0.393 1.129 1.086
O -0.913 1.521 0.672
H -1.484 -2.073 -0.210
H 0.098 -0.595 2.437
H 1.640 -0.517 1.526
H 0.614 1.753 1.951
H 1.035 1.398 0.242
H -1.249 0.978 -0.077
O 0.298 1.503 -2.874
H 0.225 0.622 -2.489
H 1.014 1.378 -3.505

Values from the calculation:
highest occupied orbital energy	-10.56	eV
energy relative to the best compared isomer or geometry (same formula, charge and spin)	49.61	kJ/mol
structure (SMILES)	O=C(O)CCO.O
multiplicity	1

3.
ORCA calculation (wB97M-V/def2-TZVPD) on a cluster of 9 separate species, C55H126Br2N7O in total at a distorted geometry.

Atoms and positions in Å:
C 12.277 7.382 -6.157
C 10.849 7.909 -5.730
C 10.021 6.706 -5.270
N 8.806 7.169 -4.422
C 7.952 8.043 -5.340
C 8.028 5.974 -3.822
C 7.094 6.603 -2.768
C 7.796 7.852 -2.296
C 9.138 7.897 -3.060
H 12.225 6.488 -6.778
H 12.922 7.115 -5.320
H 12.812 8.175 -6.678
H 10.331 8.310 -6.601
H 10.965 8.600 -4.896
H 10.607 6.096 -4.582
H 9.534 6.199 -6.103
H 8.547 8.897 -5.662
H 7.065 8.359 -4.793
H 7.552 7.455 -6.167
H 7.561 5.580 -4.725
H 8.757 5.334 -3.325
H 6.086 6.782 -3.141
H 6.874 5.961 -1.914
H 7.204 8.709 -2.619
H 7.844 7.860 -1.207
H 9.558 8.894 -3.193
H 9.866 7.279 -2.533
C 20.140 7.887 -17.618
C 20.125 9.289 -18.183
C 18.902 10.126 -17.609
N 18.769 11.561 -18.187
C 19.999 12.441 -17.796
C 17.512 12.219 -17.534
C 16.266 12.081 -18.424
C 16.893 11.994 -19.828
C 18.359 11.607 -19.659
H 19.210 7.396 -17.905
H 20.433 7.830 -16.570
H 20.865 7.326 -18.207
H 20.086 9.184 -19.267
H 21.095 9.770 -18.057
H 19.010 10.289 -16.536
H 17.911 9.681 -17.700
H 20.333 12.104 -16.815
H 19.804 13.505 -17.930
H 20.764 12.180 -18.528
H 17.694 13.269 -17.306
H 17.265 11.694 -16.611
H 15.639 12.962 -18.287
H 15.662 11.227 -18.118
H 16.855 12.950 -20.350
H 16.362 11.266 -20.441
H 18.941 12.296 -20.271
H 18.614 10.676 -20.165
C 9.874 13.211 -9.590
C 8.495 13.299 -10.268
C 7.651 12.024 -10.047
N 6.460 11.932 -11.061
C 7.155 11.459 -12.370
C 5.661 13.262 -11.225
C 4.241 12.726 -11.488
C 4.228 11.229 -11.468
C 5.426 10.839 -10.603
H 10.536 14.074 -9.650
H 10.358 12.248 -9.754
H 9.754 13.031 -8.522
H 8.582 13.543 -11.326
H 8.085 14.249 -9.924
H 7.292 12.083 -9.020
H 8.179 11.074 -10.130
H 6.360 11.212 -13.074
H 7.811 10.610 -12.178
H 7.685 12.283 -12.847
H 5.909 13.917 -12.060
H 5.784 13.771 -10.268
H 3.888 13.036 -12.471
H 3.530 13.258 -10.855
H 4.241 10.752 -12.448
H 3.359 10.808 -10.964
H 5.800 9.820 -10.701
H 5.307 10.883 -9.520
C 10.327 12.100 -19.939
C 9.716 10.682 -20.064
C 8.673 10.371 -19.017
N 7.907 9.025 -19.236
C 8.862 7.866 -19.172
C 6.904 8.877 -18.064
C 5.847 7.866 -18.500
C 5.669 8.053 -19.955
C 6.823 8.989 -20.408
H 10.720 12.133 -18.923
H 9.593 12.885 -20.123
H 11.145 12.259 -20.642
H 10.561 9.994 -20.033
H 9.373 10.499 -21.082
H 7.906 11.142 -18.939
H 9.045 10.250 -18.000
H 9.560 8.017 -19.995
H 8.336 6.950 -19.442
H 9.290 7.903 -18.170
H 7.361 8.603 -17.113
H 6.281 9.768 -17.986
H 6.199 6.881 -18.192
H 4.935 8.078 -17.942
H 5.750 7.083 -20.444
H 4.719 8.496 -20.255
H 7.340 8.903 -21.364
H 6.397 9.983 -20.541
C 14.282 9.495 -13.861
N 13.126 8.682 -13.240
C 12.869 9.199 -11.845
C 11.866 8.859 -14.125
C 13.487 7.200 -13.363
C 14.803 6.733 -12.681
O 14.865 6.783 -11.286
H 14.012 10.533 -14.053
H 14.715 8.931 -14.687
H 15.107 9.394 -13.155
H 12.641 10.253 -12.001
H 13.598 9.046 -11.049
H 11.905 8.801 -11.526
H 11.158 8.070 -13.872
H 12.127 8.722 -15.174
H 11.518 9.884 -14.000
H 13.589 7.049 -14.437
H 12.656 6.663 -12.904
H 15.643 7.362 -12.974
H 14.999 5.746 -13.101
H 15.718 6.393 -11.082
C 4.575 5.590 -14.617
C 4.925 4.191 -15.054
C 6.354 3.723 -14.757
C 6.931 2.543 -15.621
N 8.448 2.389 -15.574
C 8.890 1.190 -16.542
C 10.334 1.566 -16.841
C 10.613 3.101 -16.517
C 9.223 3.617 -16.231
C 8.927 2.124 -14.162
H 3.732 6.018 -15.159
H 5.422 6.276 -14.616
H 4.294 5.605 -13.564
H 4.688 4.192 -16.118
H 4.173 3.529 -14.627
H 6.297 3.390 -13.721
H 7.063 4.540 -14.625
H 6.742 2.723 -16.679
H 6.412 1.620 -15.364
H 8.847 0.240 -16.009
H 8.213 1.044 -17.384
H 11.007 0.813 -16.431
H 10.493 1.559 -17.920
H 11.300 3.184 -15.675
H 11.038 3.675 -17.341
H 9.199 4.454 -15.533
H 8.517 3.751 -17.050
H 8.694 2.975 -13.521
H 9.976 1.828 -14.142
H 8.418 1.200 -13.888
C 18.337 -2.784 -17.848
C 19.562 -2.010 -17.322
C 19.177 -0.951 -16.271
C 20.267 -0.630 -15.352
N 19.826 0.362 -14.232
C 21.025 1.182 -13.707
C 21.120 2.354 -14.680
C 19.692 2.502 -15.391
C 18.841 1.452 -14.735
C 19.230 -0.330 -13.015
H 18.028 -3.349 -16.968
H 18.582 -3.383 -18.725
H 17.632 -1.997 -18.115
H 20.064 -1.455 -18.115
H 20.371 -2.653 -16.976
H 18.366 -1.331 -15.649
H 18.906 -0.029 -16.784
H 21.179 -0.271 -15.828
H 20.651 -1.407 -14.690
H 20.767 1.596 -12.733
H 21.915 0.555 -13.662
H 21.168 3.283 -14.111
H 21.889 2.303 -15.450
H 19.240 3.463 -15.149
H 19.603 2.415 -16.474
H 18.569 1.974 -13.817
H 17.978 0.967 -15.192
H 18.463 -0.972 -13.449
H 18.825 0.395 -12.309
H 20.059 -0.922 -12.627
Br 18.780 3.966 -9.301
Br 8.500 6.603 -10.736

Values from the calculation:
highest occupied orbital energy	-11.95	eV
net charge	+5
multiplicity	1